Entry 1:
Below is a molecular structure, C30H28IrN2Si, with properties calculated with the ωB97M-V functional and the def2-TZVPD basis.

Results
<S²>   8.8042
Lowest unoccupied orbital energy (alpha / beta)   -6.51 / -9.57 eV

```
! wB97M-V def2-TZVPD RIJCOSX def2/J DEFGRID3
* xyz 2 6
C -1.949 -0.163 2.515
C -2.481 -0.715 1.322
C -1.727 -1.948 1.024
H -3.263 -0.293 0.695
C -0.744 -2.138 2.057
C -0.905 -1.061 2.989
H -0.286 -0.928 3.877
H -2.245 0.792 2.958
H -1.906 -2.602 0.162
H -0.002 -2.943 2.131
Ir -0.470 -0.365 0.599
C 1.723 -0.740 0.158
H 1.836 -1.828 0.038
H 2.087 -0.565 1.205
H 2.382 -0.060 -0.429
Si -1.013 -0.895 -1.546
C -1.144 -0.145 -3.333
C -2.479 -0.231 -3.730
H -3.251 -0.513 -3.030
C -2.904 0.140 -5.004
H -3.951 0.123 -5.249
C -2.020 0.565 -5.981
H -2.370 0.806 -6.995
C -0.679 0.584 -5.620
H 0.002 0.902 -6.395
C -0.235 0.227 -4.339
H 0.822 0.293 -4.139
C -0.532 -2.693 -2.102
C -0.687 -3.177 -3.401
H -0.970 -2.497 -4.187
C -0.464 -4.513 -3.724
H -0.751 -4.869 -4.702
C 0.005 -5.420 -2.788
H -0.029 -6.498 -2.972
C 0.335 -4.896 -1.543
H 0.681 -5.578 -0.785
C 0.094 -3.558 -1.214
H 0.399 -3.174 -0.246
H -2.347 -0.708 -1.126
H 0.986 -0.179 -0.307
C 1.706 3.199 -0.577
C 0.835 2.174 -0.250
N 0.735 1.614 0.959
C 1.346 2.258 1.998
C 2.275 3.314 1.708
C 2.463 3.778 0.387
C 2.945 3.958 2.774
C 2.710 3.695 4.091
C 1.685 2.812 4.455
C 1.267 2.741 5.802
C 0.122 2.033 6.055
C -0.530 1.416 4.979
N -0.120 1.465 3.733
C 0.980 2.122 3.407
H 1.720 3.453 -1.636
H 0.219 1.750 -1.060
H 3.164 4.596 0.174
H 3.625 4.767 2.504
H 3.229 4.255 4.872
H 1.806 3.274 6.605
H -0.289 1.940 7.049
H -1.438 0.850 5.129
*
```


Entry 2:
Below is 2 unconnected molecules or ions with the total composition C15H26N2O8, with properties calculated with the ωB97M-V functional and the def2-TZVPD basis.

Results
SMILES   CNC(=O)[C@@H](NC(C)=O)[C@@H](C)O.CCC[C@@H](CC(=O)O)C(=O)C(=O)O
Lowest unoccupied orbital energy   -0.70 eV

```
! wB97M-V def2-TZVPD RIJCOSX def2/J DEFGRID3
* xyz 0 1
C -2.983 -5.071 1.566
N -1.814 -4.225 1.800
C -0.930 -3.890 0.851
O -1.027 -4.275 -0.311
C 0.217 -2.962 1.252
N 1.503 -3.517 0.789
C 2.696 -3.446 1.377
C 2.829 -2.901 2.786
O 3.691 -3.840 0.790
C -0.019 -1.567 0.643
C -1.377 -0.962 0.997
O 0.939 -0.664 1.138
H -2.697 -5.949 0.982
H -3.734 -4.513 1.005
H -3.410 -5.398 2.514
H -1.670 -3.871 2.732
H 0.218 -2.862 2.335
H 1.499 -3.960 -0.119
H 3.877 -2.945 3.079
H 2.493 -1.867 2.816
H 2.239 -3.508 3.468
H 0.070 -1.619 -0.444
H -1.433 0.061 0.624
H -2.180 -1.534 0.532
H -1.511 -0.951 2.079
H 1.621 -0.552 0.457
C -0.079 4.661 1.191
C -0.516 3.761 0.038
C 0.499 3.815 -1.119
C 0.212 2.801 -2.257
C 0.632 1.350 -1.869
C 2.141 1.111 -1.791
O 2.880 1.719 -2.542
O 2.586 0.192 -0.903
C -1.269 2.870 -2.702
O -2.045 2.010 -2.275
C -1.749 3.963 -3.609
O -0.931 4.774 -4.027
O -3.070 4.031 -3.941
H 0.889 4.336 1.585
H -0.814 4.618 2.000
H 0.009 5.698 0.855
H -0.611 2.737 0.411
H -1.502 4.086 -0.307
H 0.494 4.828 -1.538
H 1.506 3.638 -0.726
H 0.816 3.094 -3.123
H 0.189 1.085 -0.907
H 0.240 0.648 -2.610
H 3.549 0.164 -1.044
H -3.163 4.798 -4.527
*
```


Entry 3:
Below is 11 unconnected molecules or ions with the total composition C64H144Br3N8, with properties calculated with the ωB97M-V functional and the def2-TZVPD basis.

Results
Lowest unoccupied orbital energy   -8.55 eV

```
! wB97M-V def2-TZVPD RIJCOSX def2/J DEFGRID3
* xyz 5 1
C 3.768 -7.526 3.410
C 2.256 -7.796 3.296
C 1.544 -6.638 2.610
N 0.032 -6.876 2.452
C -0.598 -7.000 3.803
C -0.599 -5.783 1.628
C -1.804 -6.464 0.992
C -1.301 -7.851 0.650
C -0.117 -8.153 1.611
H 4.408 -8.266 3.888
H 3.978 -6.554 3.860
H 4.218 -7.494 2.411
H 1.871 -7.898 4.309
H 2.147 -8.711 2.718
H 1.911 -6.411 1.607
H 1.664 -5.678 3.120
H -0.388 -6.097 4.375
H -0.222 -7.881 4.307
H -1.672 -6.966 3.631
H -0.777 -4.850 2.156
H 0.138 -5.595 0.843
H -2.602 -6.535 1.735
H -2.232 -5.947 0.133
H -2.041 -8.644 0.607
H -0.841 -7.785 -0.338
H -0.344 -8.992 2.264
H 0.772 -8.373 1.029
C -3.549 3.108 -2.177
C -3.297 4.321 -3.064
C -2.555 5.519 -2.451
N -2.093 6.518 -3.472
C -3.229 7.214 -4.198
C -0.997 5.953 -4.392
C 0.169 5.751 -3.461
C 0.072 6.813 -2.385
C -1.211 7.576 -2.732
H -2.636 2.659 -1.778
H -4.176 2.379 -2.685
H -4.065 3.473 -1.283
H -4.291 4.685 -3.333
H -2.763 3.989 -3.959
H -1.757 5.172 -1.794
H -3.263 6.023 -1.791
H -2.794 8.091 -4.670
H -3.972 7.466 -3.447
H -3.614 6.525 -4.944
H -0.808 6.712 -5.151
H -1.361 5.061 -4.895
H 1.143 5.801 -3.955
H 0.153 4.722 -3.095
H 0.890 7.529 -2.311
H 0.051 6.316 -1.413
H -1.003 8.367 -3.448
H -1.763 7.903 -1.855
C -0.105 1.641 -4.339
C -0.751 0.662 -5.330
C -2.291 0.694 -5.411
N -2.852 -0.723 -5.390
C -2.379 -1.581 -6.536
C -4.392 -0.600 -5.427
C -4.941 -1.833 -4.701
C -3.768 -2.338 -3.890
C -2.650 -1.330 -3.958
H 0.038 2.636 -4.773
H 0.931 1.367 -4.138
H -0.628 1.708 -3.383
H -0.373 -0.335 -5.099
H -0.397 0.922 -6.329
H -2.756 1.139 -6.289
H -2.662 1.249 -4.547
H -2.760 -1.145 -7.454
H -2.858 -2.530 -6.301
H -1.306 -1.745 -6.515
H -4.826 -0.471 -6.418
H -4.697 0.308 -4.905
H -5.167 -2.602 -5.438
H -5.820 -1.552 -4.127
H -3.357 -3.267 -4.290
H -4.070 -2.647 -2.886
H -1.675 -1.813 -3.916
H -2.752 -0.536 -3.220
C -6.664 -2.668 3.680
C -6.657 -1.454 2.752
C -7.274 -1.947 1.427
N -7.550 -0.815 0.421
C -8.846 -0.161 0.776
C -6.466 0.231 0.395
C -6.485 0.894 -1.019
C -7.301 -0.088 -1.871
C -7.494 -1.319 -1.017
H -6.215 -3.571 3.266
H -7.654 -2.938 4.046
H -6.066 -2.400 4.554
H -5.624 -1.118 2.670
H -7.220 -0.635 3.200
H -8.242 -2.445 1.460
H -6.613 -2.658 0.929
H -9.708 -0.824 0.739
H -9.006 0.578 -0.009
H -8.802 0.309 1.754
H -6.649 0.977 1.168
H -5.501 -0.203 0.652
H -7.056 1.789 -0.775
H -5.504 1.171 -1.393
H -8.280 0.342 -2.090
H -6.857 -0.314 -2.838
H -8.383 -1.944 -1.095
H -6.633 -1.984 -1.036
C 2.971 0.706 1.633
C 1.828 -0.334 1.574
C 0.913 -0.123 0.380
N -0.425 -0.836 0.390
C -0.309 -2.344 0.293
C -1.319 -0.332 -0.759
C -2.693 0.067 -0.161
C -2.673 -0.495 1.244
C -1.235 -0.407 1.636
H 3.571 0.687 2.545
H 2.529 1.705 1.598
H 3.679 0.526 0.824
H 1.207 -0.257 2.469
H 2.374 -1.280 1.542
H 1.345 -0.375 -0.589
H 0.582 0.919 0.313
H -1.354 -2.664 0.385
H 0.372 -2.644 1.086
H 0.018 -2.609 -0.713
H -1.436 -1.148 -1.465
H -0.887 0.596 -1.125
H -3.540 -0.260 -0.760
H -2.681 1.159 -0.122
H -2.935 -1.557 1.235
H -3.317 0.049 1.936
H -0.897 -0.965 2.509
H -0.924 0.629 1.802
C 2.569 0.059 7.282
C 2.046 0.886 6.098
C 1.108 1.969 6.632
N 0.556 2.922 5.554
C 1.690 3.488 4.764
C -0.449 2.329 4.582
C -1.345 3.480 4.175
C -1.339 4.465 5.346
C -0.269 4.007 6.308
H 1.794 -0.365 7.926
H 3.176 0.649 7.970
H 3.149 -0.822 7.006
H 1.536 0.301 5.329
H 2.948 1.260 5.609
H 1.585 2.680 7.302
H 0.194 1.508 7.000
H 2.436 3.996 5.374
H 1.238 4.293 4.182
H 2.136 2.734 4.125
H -0.005 1.868 3.701
H -1.000 1.563 5.135
H -0.799 3.961 3.360
H -2.352 3.274 3.826
H -1.354 5.530 5.127
H -2.279 4.333 5.889
H 0.498 4.716 6.614
H -0.699 3.509 7.174
C 5.714 -1.944 2.738
C 5.444 -2.956 1.621
C 5.913 -2.493 0.247
N 5.590 -3.467 -0.848
C 4.115 -3.577 -1.163
C 6.194 -4.872 -0.679
C 6.766 -5.296 -2.022
C 6.521 -4.116 -3.023
C 6.307 -2.905 -2.077
H 6.696 -1.484 2.646
H 5.648 -2.476 3.689
H 4.939 -1.185 2.868
H 4.405 -3.292 1.614
H 6.055 -3.819 1.891
H 7.000 -2.436 0.285
H 5.474 -1.531 -0.014
H 3.817 -2.571 -1.464
H 3.535 -3.945 -0.324
H 3.992 -4.140 -2.086
H 5.348 -5.479 -0.362
H 6.938 -4.801 0.111
H 6.260 -6.170 -2.420
H 7.847 -5.372 -1.943
H 5.579 -4.216 -3.556
H 7.406 -4.007 -3.639
H 5.651 -2.195 -2.577
H 7.264 -2.443 -1.848
C 8.457 5.116 -0.013
C 7.102 4.391 0.039
C 6.050 4.970 -0.905
N 4.677 4.340 -0.778
C 4.032 4.733 0.505
C 4.666 2.818 -0.860
C 3.285 2.456 -1.385
C 3.065 3.489 -2.485
C 3.832 4.752 -1.992
H 8.160 6.166 -0.058
H 8.958 4.929 -0.965
H 9.182 4.850 0.748
H 6.675 4.339 1.043
H 7.244 3.340 -0.236
H 6.340 4.929 -1.956
H 5.925 6.045 -0.753
H 4.543 4.244 1.330
H 3.025 4.308 0.502
H 3.991 5.814 0.607
H 4.873 2.425 0.131
H 5.400 2.514 -1.605
H 2.452 2.577 -0.687
H 3.150 1.436 -1.747
H 2.025 3.802 -2.532
H 3.447 3.095 -3.424
H 3.145 5.530 -1.669
H 4.444 5.111 -2.815
Br -3.747 -3.343 -0.954
Br -0.123 3.698 0.645
Br 1.337 -1.657 -3.193
*
```


Entry 4:
Below is a molecular structure, C2H8O2SSi2, with properties calculated with the ωB97M-V functional and the def2-TZVPD basis.

Results
Lowest unoccupied orbital energy (alpha / beta)   -1.75 / -1.75 eV

```
! wB97M-V def2-TZVPD RIJCOSX def2/J DEFGRID3
* xyz 0 1
C 2.305 -0.012 -2.078
C 2.551 -1.021 -1.316
O -0.247 -1.054 -0.158
O 1.731 -3.264 -0.365
Si -1.955 0.805 1.807
Si 0.064 -0.213 1.088
S 1.209 -2.295 -1.289
H 2.859 0.993 -2.420
H 1.434 -0.194 -2.665
H 3.468 -1.365 -0.768
H -2.633 1.293 0.631
H -1.733 2.002 2.680
H -2.941 -0.195 2.433
H 1.046 0.828 0.877
H 0.557 -0.911 2.146
*
```